Below is an isolated molecule of C4H6O2 at a distorted geometry, with properties calculated with wB97M-V/def2-TZVPD.

Summary:
Energy above the lowest of the compared OMol25 structures with the same formula, charge and spin = 2.492 eV
HOMO level = -9.58 eV
E_tot = -8337.9694 eV
SMILES string = O=C[C@H]1CCO1
Orbital gap = 10.185 eV

Positions of all 12 atoms, in Å:
O  -2.872494  0.007141  -0.116748
C  -1.720530  0.320608  -0.231204
C  -0.405643  -0.576148  -0.289777
C  0.735748  0.436492  -0.448451
C  1.115693  0.024540  0.982351
O  0.034975  -0.928871  1.034302
H  -1.381984  1.409493  -0.265683
H  -0.488674  -1.469065  -0.930154
H  0.250718  1.421098  -0.460391
H  1.461994  0.405642  -1.262557
H  0.983599  0.819742  1.726754
H  2.090075  -0.452180  1.142260

Cartesian forces (eV/Å) of the 3 atoms listed first:
O 1.0 -0.2 -0.2
C 0.1 -0.1 0.2
C -0.6 0.4 -0.2

=====

Below is a structure of composition C22H24N5NaSTe, with properties calculated with wB97M-V/def2-TZVPD.

Summary:
Energy above the lowest of the compared OMol25 structures with the same formula, charge and spin = 0.707 eV
HOMO level = -6.31 eV
E_tot = -53196.9182 eV
Orbital gap = 5.606 eV

Positions of all 54 atoms, in Å:
Na  1.212385  0.514124  0.031405
C  3.567961  1.199874  -0.626035
C  2.894650  2.434247  -0.483078
C  2.628259  2.630552  0.888489
C  3.132586  1.521353  1.596474
C  3.715129  0.634534  0.664608
H  3.986861  0.804448  -1.542895
H  2.712472  3.151696  -1.270901
H  2.176812  3.506853  1.331018
H  3.138422  1.416737  2.673112
H  4.250064  -0.276121  0.899535
C  0.652296  -2.260527  5.109953
C  -0.434725  -2.857034  4.471364
C  -0.635859  -2.667269  3.118803
C  0.256693  -1.872093  2.406047
C  1.335853  -1.274517  3.032408
C  1.535836  -1.473486  4.392677
N  0.121951  -1.594562  1.003830
N  -0.752769  -2.252280  0.432466
C  -0.961172  -1.943881  -0.953571
C  -1.573600  -2.948038  -1.687998
C  -1.917647  -2.688437  -3.001360
C  -1.673237  -1.423846  -3.510235
C  -1.051338  -0.490622  -2.694472
N  -0.671407  -0.743978  -1.441576
H  0.800040  -2.411028  6.171735
H  -1.124167  -3.469318  5.037943
H  -1.475881  -3.117346  2.608872
H  2.007721  -0.649146  2.456940
H  2.375477  -1.002079  4.885680
H  -1.773803  -3.898346  -1.213333
H  -2.389874  -3.450706  -3.607105
H  -1.960454  -1.156123  -4.517613
H  -0.826472  0.502450  -3.060465
S  -0.193221  2.114152  2.748272
C  -1.743937  1.739557  2.330897
N  -2.736025  2.708457  2.410802
C  -4.027699  2.502340  2.092100
C  -4.416886  1.283067  1.649915
C  -3.389686  0.311736  1.549515
N  -2.141855  0.506662  1.860293
H  -2.419066  3.609441  2.740251
H  -4.695908  3.344298  2.207696
H  -5.439567  1.073441  1.382735
H  -3.632368  -0.682680  1.182461
C  0.490724  2.318283  -5.369714
Te  1.816648  1.594280  -3.857294
C  2.089221  -0.292669  -4.811006
H  1.041346  2.651979  -6.244529
H  -0.074191  3.150401  -4.955173
H  -0.197373  1.520914  -5.646987
H  1.120319  -0.662767  -5.141866
H  2.502150  -0.981872  -4.077181
H  2.768314  -0.205103  -5.653905

Cartesian forces (eV/Å) of the 3 atoms listed first:
Na -0.2 0.1 0.1
C 0.1 0.0 0.1
C 0.1 0.0 0.1

=====

Below is a structure of composition C12H30Cl2HgN2O4 at a distorted geometry, with properties calculated with wB97M-V/def2-TZVPD.

Summary:
Energy above the lowest of the compared OMol25 structures with the same formula, charge and spin = 24.532 eV
HOMO level = -4.97 eV
E_tot = -53295.3758 eV
Orbital gap = 5.297 eV

Positions of all 51 atoms, in Å:
Hg  0.806570  -0.300563  1.003405
Cl  2.457840  -0.629293  2.137375
Cl  -0.476860  -0.972513  2.437965
C  3.551890  -0.849093  -0.959075
O  2.416970  -0.202093  -0.364665
C  2.623250  1.308497  -0.321575
C  1.383640  2.028737  0.343645
N  0.980020  1.407867  1.587845
C  -0.195930  2.105597  2.188985
C  -1.443940  2.087557  1.279325
O  -2.198600  0.871847  1.343495
C  -3.420200  1.049077  0.666075
H  4.496140  -0.474883  -0.563545
H  3.550900  -0.455713  -1.975615
H  3.545090  -1.937373  -1.019975
H  2.670180  1.847847  -1.267615
H  3.512390  1.527717  0.269595
H  0.730730  2.350317  -0.467775
H  1.735030  3.055657  0.443995
H  1.689280  1.640847  2.268125
H  0.186390  3.102697  2.407405
H  -0.442300  1.594727  3.119805
H  -1.179920  2.301957  0.243745
H  -2.097850  2.950567  1.404675
H  -3.326950  1.653467  -0.236205
H  -4.075450  1.387987  1.468495
H  -3.893760  0.075577  0.538965
C  1.971850  -3.171183  1.463765
O  1.811470  -2.006773  0.676235
C  1.313790  -2.302473  -0.618425
C  0.856620  -1.068133  -1.382495
N  0.041140  -0.242563  -0.521735
C  -1.306400  -0.767613  -0.144205
C  -2.212400  -0.810053  -1.463405
O  -2.464560  0.613827  -1.720895
C  -3.713140  0.833667  -2.292995
H  2.552410  -2.960663  2.361945
H  2.519300  -3.994123  1.004215
H  0.995580  -3.529583  1.790175
H  0.387420  -2.869803  -0.708345
H  1.992410  -2.823793  -1.293555
H  0.376420  -1.359093  -2.316765
H  1.699780  -0.464663  -1.718645
H  -0.317680  0.524967  -1.071495
H  -1.778500  -0.092983  0.570005
H  -1.336690  -1.773123  0.275455
H  -3.101180  -1.362643  -1.158765
H  -1.836790  -1.356653  -2.328425
H  -3.753140  1.852457  -2.678445
H  -4.507130  0.517897  -1.616255
H  -3.775120  0.086097  -3.083815

Cartesian forces (eV/Å) of the 3 atoms listed first:
Hg -3.4 -1.8 4.0
Cl 13.6 1.3 12.0
Cl -7.8 -5.0 9.9

=====

Below is a structure of composition C29H52BBeCl6N2O11 at a distorted geometry, with properties calculated with wB97M-V/def2-TZVPD.

Summary:
HOMO level = -5.31 eV
E_tot = -132614.0449 eV
Orbital gap = 2.098 eV
Charge = -1

Positions of all 102 atoms, in Å:
C  -0.062734  3.491812  0.365546
C  -0.211929  2.029204  0.733677
O  -1.002824  1.790394  1.869551
B  -0.484329  0.627363  2.526397
O  0.806612  0.780137  3.099534
N  -1.199461  -0.576053  2.593907
C  -1.595138  -0.892681  1.258927
O  -1.340669  -2.273896  0.857214
C  -1.062701  -2.147859  -0.489408
C  -2.087087  -1.693842  -1.330057
C  -1.894047  -1.476846  -2.695977
C  -3.047611  -0.968381  -3.530788
C  -0.636839  -1.694063  -3.231343
C  0.367955  -2.165094  -2.374374
C  0.199773  -2.403250  -1.014728
C  1.284750  -2.888953  -0.063945
C  2.616185  -3.157134  -0.791260
C  1.544190  -1.735597  0.964416
H  0.115213  3.576030  -0.719508
H  0.822697  3.892951  0.858042
H  -0.971565  4.057690  0.571351
H  0.751703  1.519323  0.857111
H  -0.717604  1.429349  -0.137632
H  1.266701  -0.029572  2.842010
H  -2.659237  -0.695580  1.065223
H  -0.949512  -0.329971  0.576107
H  -3.073920  -1.506842  -0.919718
H  -3.443472  -1.688276  -4.246113
H  -3.823095  -0.631161  -2.836809
H  -2.729967  -0.059546  -4.055393
H  -0.421219  -1.498225  -4.275024
H  1.356756  -2.336139  -2.787402
H  0.962198  -3.759071  0.511157
H  2.479376  -3.942055  -1.537302
H  3.357016  -3.434778  -0.039640
H  2.950833  -2.215211  -1.237961
H  1.265744  -0.761321  0.543139
H  1.008597  -1.935355  1.893564
H  2.617601  -1.675035  1.176319
Cl  -0.106209  -5.923663  -0.322955
C  1.038409  -7.137691  0.340817
C  1.064204  -7.124267  1.842302
Cl  1.797556  -5.630723  2.490093
H  2.021493  -6.937791  -0.077230
H  0.707904  -8.112466  -0.012245
H  1.677624  -7.967087  2.195821
H  0.060519  -7.209351  2.257576
C  0.728890  1.784751  6.466439
Cl  1.884187  3.106084  6.625685
Cl  1.284789  0.364858  7.365881
Cl  -0.868360  2.282798  7.021554
H  0.650625  1.508032  5.420786
O  -2.164063  -1.315052  5.259009
H  -1.531285  -0.813154  5.805526
H  -2.250748  -2.232648  5.569260
H  -1.912622  -1.263761  4.249413
C  5.435614  6.111443  -0.724341
C  5.031563  5.581640  0.493313
C  4.204483  4.467090  0.524549
C  3.789283  3.878103  -0.662221
C  4.195579  4.404963  -1.879960
C  5.015839  5.524386  -1.910848
H  6.078713  6.982208  -0.749072
H  5.361449  6.037413  1.418470
H  3.884433  4.056149  1.474434
H  3.148943  3.004693  -0.638794
H  3.872477  3.941831  -2.803629
H  5.329714  5.938712  -2.860447
C  5.218662  1.860911  7.114073
C  6.507539  1.482436  6.536071
N  7.520739  1.188192  6.086238
H  4.472663  1.101573  6.887602
H  5.312957  1.955963  8.194302
H  4.893339  2.812472  6.700193
Be  -1.082807  1.566965  -1.795763
C  -5.652079  1.570798  -5.853307
C  -5.252323  1.977497  -4.449145
O  -4.004644  2.671191  -4.385862
C  -3.919963  3.882052  -5.109375
C  -4.925775  4.933171  -4.669070
H  -4.877396  0.947821  -6.305670
H  -6.585221  1.009934  -5.823122
H  -5.797006  2.434776  -6.506625
H  -5.129637  1.082847  -3.842545
H  -6.045341  2.563291  -3.975436
H  -4.006628  3.689867  -6.185022
H  -2.910237  4.261579  -4.942577
H  -5.953893  4.604123  -4.822984
H  -4.780488  5.854486  -5.235524
H  -4.806269  5.153491  -3.606712
C  -7.412180  0.898172  -2.050374
O  -7.040358  0.144880  -3.077832
H  -8.159655  0.436271  -1.360312
H  -6.590723  1.171977  -1.333409
H  -7.868716  1.884120  -2.293580
O  2.041284  0.615289  -3.714977
H  1.635368  -0.253056  -3.598369
O  5.506123  -8.146402  1.421370
Cl  4.693464  -8.686683  2.481933
O  3.301035  -8.713594  2.040429
O  4.794454  -7.855895  3.655527
O  5.113769  -10.030479  2.791864

Cartesian forces (eV/Å) of the 3 atoms listed first:
C 0.0 -0.4 -0.6
C -0.4 0.3 0.7
O 1.0 0.0 -1.1

=====

Below is an isolated molecule of C3H4N2OS2 at a distorted geometry, with properties calculated with wB97M-V/def2-TZVPD.

Summary:
Energy above the lowest of the compared OMol25 structures with the same formula, charge and spin = 3.989 eV
HOMO level = -8.55 eV
E_tot = -29870.1549 eV
SMILES string = N/N=C1\CSC(=S)O1
Orbital gap = 8.436 eV

Positions of all 12 atoms, in Å:
N  -2.291529  -0.469337  -0.354879
N  -1.136652  -1.020978  -0.183428
C  -0.071728  -0.461430  0.217415
C  0.229651  1.135253  0.155871
S  2.078240  1.370980  -0.193913
C  2.206788  -0.343538  0.001483
S  3.756072  -1.068684  -0.144830
O  1.128610  -1.119843  0.223714
H  -3.135611  -1.287908  -0.654355
H  -2.647754  0.022270  0.682184
H  -0.087516  1.476110  -0.776235
H  -0.028574  1.767104  1.026968

Cartesian forces (eV/Å) of the 3 atoms listed first:
N -6.8 1.0 2.5
N 4.6 -2.5 0.9
C -0.9 3.4 -1.5

=====

Below is a cluster of 7 separate species, C17H50NO7S6 in total at a distorted geometry, with properties calculated with wB97M-V/def2-TZVPD.

Summary:
Energy above the lowest of the compared OMol25 structures with the same formula, charge and spin = 0.000 eV
HOMO level = -10.31 eV
E_tot = -99253.8456 eV
Orbital gap = 8.422 eV
Charge = +1

Positions of all 81 atoms, in Å:
C  7.530000  51.560000  52.480000
N  7.623000  51.066000  51.092000
C  8.528000  50.006000  51.017000
C  6.308000  50.549000  50.799000
C  8.227000  52.205000  50.260000
C  7.339000  53.442000  49.981000
O  7.989000  54.323000  49.073000
H  7.160000  50.883000  53.104000
H  6.930000  52.381000  52.360000
H  8.490000  51.882000  52.920000
H  8.298000  49.203000  51.857000
H  9.489000  50.448000  51.213000
H  8.713000  49.399000  50.113000
H  5.834000  49.851000  51.376000
H  6.446000  50.031000  49.844000
H  5.456000  51.173000  50.547000
H  8.173000  51.663000  49.252000
H  9.099000  52.515000  50.526000
H  7.449000  53.964000  50.965000
H  6.347000  53.153000  49.659000
H  7.252000  54.801000  48.625000
C  4.958000  57.748000  49.946000
S  4.799000  57.155000  48.277000
O  5.907000  56.080000  48.154000
C  3.268000  56.301000  48.643000
H  4.722000  57.186000  50.736000
H  4.164000  58.541000  50.178000
H  6.086000  57.915000  50.266000
H  3.591000  55.481000  49.317000
H  2.741000  55.593000  47.886000
H  2.663000  57.035000  49.213000
C  2.860000  48.219000  49.141000
S  4.246000  47.477000  48.314000
O  5.296000  48.608000  48.376000
C  4.781000  46.309000  49.472000
H  2.088000  47.395000  49.035000
H  2.514000  48.939000  48.551000
H  3.122000  48.749000  50.081000
H  5.388000  45.827000  48.982000
H  4.108000  45.582000  49.908000
H  5.306000  46.773000  50.300000
C  6.146000  46.441000  54.558000
S  6.482000  47.979000  55.342000
O  5.801000  49.074000  54.496000
C  5.380000  47.775000  56.739000
H  6.150000  45.427000  55.119000
H  7.106000  46.147000  53.881000
H  5.462000  46.454000  53.644000
H  4.414000  48.216000  56.332000
H  5.610000  48.544000  57.286000
H  5.632000  46.786000  57.245000
C  3.348000  52.050000  52.240000
S  3.425000  53.881000  52.424000
O  4.764000  54.227000  51.799000
C  2.132000  54.218000  51.279000
H  3.356000  51.461000  51.298000
H  2.298000  51.796000  52.993000
H  4.230000  51.645000  52.778000
H  2.377000  53.642000  50.451000
H  2.170000  55.360000  51.167000
H  1.055000  53.978000  51.751000
C  3.944000  51.758000  47.954000
S  4.887000  51.112000  46.650000
O  4.304000  51.602000  45.286000
C  6.326000  52.243000  46.738000
H  4.471000  51.558000  48.868000
H  2.955000  51.494000  48.057000
H  3.838000  52.929000  47.946000
H  6.657000  52.267000  47.817000
H  5.861000  53.125000  46.387000
H  7.075000  52.012000  46.038000
C  12.827000  52.046000  50.547000
S  12.545000  52.584000  52.220000
O  11.025000  52.600000  52.200000
C  13.061000  51.072000  53.129000
H  13.909000  51.699000  50.344000
H  12.431000  52.860000  49.966000
H  12.253000  51.185000  50.513000
H  14.028000  50.812000  52.688000
H  12.477000  50.354000  52.961000
H  13.063000  51.158000  54.158000

Cartesian forces (eV/Å) of the 3 atoms listed first:
C 3.4 2.0 -0.9
N -0.6 2.4 1.9
C 2.9 -4.5 2.1

=====

Below is a structure of composition C3H7N3O, with properties calculated with wB97M-V/def2-TZVPD.

Summary:
Energy above the lowest of the compared OMol25 structures with the same formula, charge and spin = 3.677 eV
HOMO level = -8.72 eV
E_tot = -9739.3567 eV
Orbital gap = 9.108 eV

Positions of all 14 atoms, in Å:
C  1.377381  0.946317  -0.712490
N  0.668862  -0.101062  -1.187350
C  0.225318  -0.572822  0.029996
N  0.397907  -1.869155  0.381698
C  -1.111655  -0.038032  0.554556
O  -1.646917  -0.587513  1.503579
N  -1.634482  1.016644  -0.115548
H  2.295587  0.778037  -0.141773
H  0.805105  0.615831  0.666169
H  1.406293  1.882523  -1.289443
H  -0.146122  -2.242133  1.143738
H  1.213943  -2.372786  0.053016
H  -1.293750  1.229519  -1.040560
H  -2.557473  1.314628  0.154414

Cartesian forces (eV/Å) of the 3 atoms listed first:
C 0.2 0.1 -0.2
N 0.0 0.0 0.3
C -0.2 0.0 -0.1

=====

Below is a structure of composition C6H7BiLiO3 at a distorted geometry, with properties calculated with wB97M-V/def2-TZVPD.

Summary:
HOMO level (spin up / spin down) = -19.62 / -19.62 eV
E_tot = -18481.7673 eV
Orbital gap (spin up / spin down) = 5.375 / 5.380 eV
Charge = +3

Positions of all 18 atoms, in Å:
O  -4.341139  0.193803  -0.362290
C  -2.720492  0.277365  -0.332958
C  -3.107313  0.174593  1.120523
O  -2.802359  1.066931  1.955943
H  -4.609849  -0.712211  -0.184825
H  -2.130385  0.538324  -1.217542
H  -2.058285  -0.616854  -0.352310
H  -3.201440  -0.858851  1.506858
Bi  -1.781613  2.672425  2.308589
C  -2.920740  2.559458  -1.466950
C  -2.665902  3.557714  -0.585105
C  -2.338283  4.382888  0.309925
C  -2.084990  5.175267  1.380554
O  -1.632029  4.663643  2.499320
Li  -1.089218  5.685685  3.996348
H  -2.081976  2.238616  -2.091432
H  -3.889426  2.614297  -1.974336
H  -2.307627  6.248752  1.356929

Cartesian forces (eV/Å) of the 3 atoms listed first:
O 3.4 0.3 0.7
C -1.5 -3.9 1.6
C 2.5 0.8 -2.5